Entry 1:
{
  "formula": "C19H28Cl3N3O6PSV",
  "method": "ωB97M-V/def2-TZVPD",
  "charge": 1,
  "homo_energy_ev": [-12.061, -12.062],
  "multiplicity": 2,
  "orbital_gap_ev": [8.405, 8.857],
  "s2": 0.764,
  "mol_weight_g_mol": 614.79,
  "lumo_ev": [-3.66, -3.20],
  "species": ["V", "C", "H", "H", "H", "C", "C", "C", "C", "C", "C", "C", "S", "O", "O", "N", "C", "C", "C", "O", "O", "H", "H", "H", "H", "H", "H", "H", "H", "H", "H", "H", "H", "Cl", "C", "Cl", "Cl", "C", "O", "O", "C", "P", "C", "C", "H", "H", "H", "H", "H", "H", "H", "H", "H", "N", "C", "C", "N", "C", "H", "H", "H", "H"],
  "positions_angstrom": [[0.093189, 0.118181, 0.801204], [-0.822561, -0.433539, 2.617786], [-1.881421, -0.609981, 2.425755], [-0.718474, 0.303375, 3.413411], [-0.363111, -1.365222, 2.957479], [-4.425169, -4.854959, -0.492560], [-3.304731, -3.988264, -0.965260], [-2.401524, -3.420154, -0.067528], [-1.386014, -2.587247, -0.509864], [-1.290495, -2.299283, -1.858007], [-2.142647, -2.896628, -2.771595], [-3.143423, -3.738168, -2.327015], [-0.063150, -1.191783, -2.532862], [0.707615, -1.872206, -3.516920], [0.649812, -0.504616, -1.475244], [-0.906970, 0.001707, -3.339775], [-1.405219, 1.156348, -2.642768], [-2.667020, 0.914957, -1.797136], [-2.391988, 0.341650, -0.415508], [-3.170700, -0.379922, 0.161370], [-1.269366, 0.693274, 0.146530], [-4.160382, -5.396676, 0.410979], [-4.719061, -5.567648, -1.259328], [-5.290551, -4.233705, -0.263149], [-2.493778, -3.635318, 0.987528], [-0.662426, -2.176677, 0.196217], [-1.995298, -2.708670, -3.822883], [-3.796622, -4.212677, -3.044533], [-1.478692, -0.324573, -4.101508], [-1.614416, 1.929038, -3.387730], [-0.580530, 1.485945, -2.002016], [-3.369500, 0.245418, -2.298389], [-3.181516, 1.869551, -1.640867], [2.887140, 0.355874, 2.927520], [3.570555, -0.627905, 1.627216], [4.907320, -1.616850, 2.206637], [5.693161, 1.612626, 2.171294], [2.392855, -1.519511, 1.161881], [2.521858, -2.669352, 0.849018], [1.315132, -0.838160, 1.134121], [1.678163, 3.206238, 2.400238], [0.309830, 2.362506, 1.543687], [-1.134337, 2.909762, 2.526199], [0.129593, 3.393299, 0.043962], [1.399393, 4.257561, 2.492360], [2.596503, 3.109975, 1.828222], [1.845761, 2.782984, 3.386758], [-1.293490, 3.976217, 2.358188], [-0.955803, 2.742043, 3.587819], [-2.025205, 2.357797, 2.228757], [0.377733, 4.428941, 0.281751], [-0.904824, 3.339196, -0.293248], [0.790206, 3.016293, -0.734577], [4.918756, 2.159300, -0.310598], [5.285236, 1.041729, 0.497134], [3.976879, 0.206305, 0.415717], [2.946656, 1.157835, 0.016268], [3.566477, 2.191108, -0.406531], [5.516959, 2.964044, -0.401280], [6.168832, 0.516134, 0.136966], [4.097797, -0.512290, -0.412449], [3.066999, 3.034777, -0.848839]],
  "forces_ev_per_angstrom": [[-0.49, 2.26, 2.25], [0.12, -0.01, -0.42], [0.00, 0.09, -0.05], [0.04, 0.05, -0.03], [0.01, 0.11, -0.08], [-0.09, 0.00, 0.06], [0.26, 0.02, 0.02], [0.04, -0.03, -0.10], [0.16, 0.08, 0.12], [0.59, 0.29, -0.03], [-0.10, 0.01, -0.07], [0.17, 0.16, -0.01], [-0.51, 0.12, -1.17], [-0.21, -0.20, 0.02], [-0.32, 0.13, 0.78], [0.69, -0.77, 0.38], [-0.23, 0.31, 0.49], [0.41, 0.08, 0.13], [-3.50, -0.95, -0.98], [0.41, 0.64, -0.32], [-4.07, 2.41, -2.43], [0.03, -0.05, 0.06], [-0.03, -0.05, 0.00], [-0.10, 0.00, 0.03], [0.01, 0.00, 0.06], [-0.15, -0.22, -0.06], [-0.09, -0.07, -0.23], [-0.08, -0.02, -0.03], [0.08, -0.28, -0.18], [0.15, -0.08, 0.10], [-0.28, 0.28, -0.22], [0.04, 0.08, 0.09], [0.00, -0.05, 0.05], [0.37, 0.13, 0.79], [-0.20, -0.26, 0.01], [-0.19, 0.02, -0.21], [0.23, 0.12, -0.20], [3.08, -2.45, 0.11], [-0.39, 0.68, 0.07], [3.82, -3.88, 0.89], [-0.05, -0.19, -0.04], [0.03, 1.56, 0.54], [0.10, -0.19, -0.10], [0.05, -0.20, 0.11], [0.00, -0.03, 0.02], [0.02, 0.02, 0.06], [-0.05, 0.06, 0.05], [0.03, -0.03, 0.03], [-0.01, -0.04, -0.02], [-0.01, 0.02, 0.02], [-0.01, -0.05, -0.06], [0.05, 0.02, -0.09], [-0.03, 0.08, -0.12], [0.28, 0.00, -0.35], [0.17, -0.25, 0.38], [0.51, 0.15, -0.24], [-0.52, 0.19, -0.07], [-0.05, -0.25, -0.02], [-0.07, 0.01, 0.01], [-0.17, 0.07, 0.12], [0.11, 0.09, 0.15], [-0.04, 0.29, -0.06]],
  "mulliken_spin": [1.159, -0.090, 0.003, 0.025, 0.001, 0.000, 0.000, 0.001, 0.020, 0.002, 0.000, 0.000, 0.002, 0.000, 0.006, 0.000, 0.002, 0.001, -0.004, -0.005, -0.061, 0.000, 0.000, 0.000, 0.000, -0.015, 0.000, 0.000, 0.000, 0.000, 0.004, 0.000, 0.000, 0.001, -0.004, 0.000, 0.000, -0.004, -0.005, -0.043, -0.001, -0.023, 0.009, 0.001, -0.002, 0.000, 0.000, 0.000, 0.001, -0.002, 0.000, 0.004, -0.006, 0.000, 0.000, 0.003, 0.014, 0.006, 0.000, 0.000, -0.001, 0.000]
}

Entry 2:
{
  "formula": "C19H28CrNO5",
  "method": "ωB97M-V/def2-TZVPD",
  "charge": -1,
  "homo_energy_ev": [-1.273, -2.045],
  "multiplicity": 5,
  "orbital_gap_ev": [3.850, 4.619],
  "s2": 6.123,
  "mol_weight_g_mol": 402.43,
  "lumo_ev": [2.58, 2.57],
  "species": ["O", "C", "C", "H", "H", "C", "H", "H", "C", "H", "H", "H", "C", "H", "H", "H", "Cr", "C", "C", "C", "H", "C", "C", "H", "H", "H", "H", "C", "C", "C", "H", "C", "C", "H", "H", "H", "H", "O", "C", "C", "H", "H", "C", "H", "H", "C", "H", "H", "H", "H", "O", "N", "O", "O"],
  "positions_angstrom": [[0.604010, -1.394837, -2.513790], [0.121706, -1.165814, -1.103496], [0.986781, -2.321383, -0.602201], [-0.964206, -1.218465, -0.986342], [0.428851, -0.188939, -0.698618], [1.696596, -2.207103, -1.996188], [0.476974, -3.292838, -0.579637], [1.540038, -2.134320, 0.313332], [1.853776, -3.552280, -2.691597], [0.916582, -4.128937, -2.685084], [2.595204, -4.149764, -2.137507], [2.204934, -3.458977, -3.728881], [2.996724, -1.408823, -2.000596], [3.051508, -0.635063, -1.215629], [3.115867, -0.952639, -2.992748], [3.849321, -2.093365, -1.887092], [0.304400, 1.564948, 1.633316], [1.131602, 1.353778, 3.650653], [-0.104542, 2.098577, 3.672989], [-1.166609, 1.214806, 3.220675], [-0.211046, 3.136343, 4.021492], [-0.553505, -0.041290, 2.817367], [0.874112, 0.049457, 3.105726], [1.601227, -0.765439, 3.057921], [2.064362, 1.685946, 4.105324], [-2.243731, 1.397426, 3.297990], [-1.054919, -0.927272, 2.423889], [1.610541, 4.085009, 1.204833], [2.328964, 2.790177, 1.422060], [2.037391, 1.946498, 0.294554], [3.319519, 2.762373, 1.871976], [0.815034, 2.457834, -0.352924], [0.353873, 3.545652, 0.462736], [-0.481026, 4.207343, 0.250801], [2.291594, 4.680033, 0.552535], [2.668522, 1.149913, -0.099903], [0.385745, 2.134171, -1.306097], [-3.006995, -1.400728, -0.712688], [-2.689763, -2.554476, -1.571775], [-3.900530, -2.997137, -2.408048], [-2.295196, -3.389464, -0.967535], [-1.877155, -2.232130, -2.250091], [-4.981837, -1.943851, -2.109888], [-4.213971, -3.996085, -2.101481], [-3.646711, -3.036088, -3.471614], [-4.272653, -0.892270, -1.223302], [-5.837816, -2.402150, -1.606759], [-5.350817, -1.461613, -3.018379], [-4.881790, -0.510129, -0.399552], [-4.001288, -0.044439, -1.865745], [3.519213, 4.846707, 2.480649], [2.462035, 5.166581, 3.019277], [2.271500, 5.709024, 4.094455], [1.257598, 4.915512, 2.310635]],
  "forces_ev_per_angstrom": [[-0.35, 0.03, 1.25], [0.14, 0.05, -0.47], [0.05, 0.05, -0.88], [0.61, 0.03, -0.17], [0.18, -0.23, -0.36], [-0.12, -0.06, 0.84], [-0.10, 0.30, 0.30], [0.19, -0.08, -0.02], [0.03, -0.16, -0.12], [0.16, 0.32, -0.06], [-0.14, 0.19, -0.15], [-0.10, 0.07, 0.20], [0.29, -0.19, -0.22], [-0.19, -0.32, -0.44], [-0.08, 0.10, 0.26], [-0.13, 0.17, 0.21], [-0.05, 1.83, -2.76], [-0.79, -0.91, 1.33], [-0.20, -1.17, 0.64], [0.65, -0.79, 0.63], [0.02, -0.71, -0.28], [0.25, 0.56, 0.94], [-0.60, 0.41, 1.15], [-0.31, 0.37, -0.21], [-0.25, -0.03, -0.54], [0.57, 0.08, -0.41], [0.07, 0.40, 0.18], [-0.25, -1.13, -2.75], [0.43, -0.93, -0.67], [-1.27, 1.40, -0.65], [-0.33, -0.21, -0.08], [1.27, -0.47, 0.61], [0.80, 0.09, 0.84], [0.15, -0.14, -0.24], [-0.57, 0.60, 0.06], [-0.22, 0.22, 0.21], [0.13, -0.08, 0.52], [-1.76, -1.83, -1.16], [0.95, 0.41, -0.16], [0.00, 0.25, 0.37], [-0.17, 0.52, 0.06], [-0.34, -0.26, 0.25], [0.12, 0.04, 0.44], [-0.11, 0.07, -0.08], [0.00, 0.03, 0.20], [0.73, 0.55, -0.38], [0.11, 0.12, 0.03], [0.01, -0.09, 0.11], [0.17, -0.22, 0.00], [-0.19, 0.08, 0.14], [-1.58, 1.24, 1.57], [-0.09, 0.17, -0.12], [0.55, -0.55, -1.07], [1.67, -0.21, 1.11]],
  "mulliken_spin": [0.004, -0.042, 0.007, -0.049, 0.073, -0.001, 0.005, -0.006, -0.001, 0.000, 0.000, 0.000, 0.000, -0.003, 0.000, 0.000, 3.882, 0.057, -0.085, 0.031, -0.012, 0.191, -0.004, 0.008, -0.025, 0.011, 0.020, -0.144, 0.117, -0.174, -0.008, 0.178, -0.017, -0.025, -0.035, -0.001, 0.025, 0.012, 0.004, 0.000, 0.000, -0.001, 0.000, 0.000, 0.000, 0.000, 0.000, 0.000, -0.001, -0.001, 0.007, -0.001, 0.001, 0.003]
}

Entry 3:
{
  "formula": "C19H28FN3O2",
  "method": "ωB97M-V/def2-TZVPD",
  "homo_energy_ev": -7.140,
  "orbital_gap_ev": 7.727,
  "mol_weight_g_mol": 349.45,
  "smiles": "COCCC(=O)N1CCC[C@H](N2CCN(c3ccc(F)cc3)CC2)C1",
  "lumo_ev": 0.59,
  "species": ["C", "O", "C", "C", "C", "O", "N", "C", "C", "C", "C", "N", "C", "C", "N", "C", "C", "C", "C", "F", "C", "C", "C", "C", "C", "H", "H", "H", "H", "H", "H", "H", "H", "H", "H", "H", "H", "H", "H", "H", "H", "H", "H", "H", "H", "H", "H", "H", "H", "H", "H", "H", "H"],
  "positions_angstrom": [[-6.454377, -3.668668, 0.448767], [-5.868016, -2.432740, -0.066530], [-4.456657, -2.238593, -0.019961], [-4.148520, -0.976511, -0.504709], [-2.670757, -0.955498, -0.547823], [-2.028774, -1.750049, 0.080159], [-2.276908, 0.266003, -0.680780], [-2.950845, 1.597489, -1.335944], [-2.739983, 2.597871, -0.134598], [-1.359913, 3.141145, 0.134159], [-0.531752, 1.733801, 0.501451], [0.799635, 1.922195, 0.717795], [1.361381, 1.063478, 1.966409], [2.141884, -0.174525, 1.351120], [3.266701, 0.460113, 0.256288], [4.279007, -0.338028, 0.186858], [4.421739, -1.703587, 0.432585], [5.531348, -2.291801, 0.476979], [6.680051, -1.653619, -0.292408], [7.881204, -2.279280, -0.585174], [6.500957, -0.421467, -0.640719], [5.383131, 0.381424, -0.842527], [2.554271, 1.216923, -0.802149], [1.800001, 2.341019, -0.153178], [-0.688325, 0.566053, -0.529632], [-6.207178, -3.816003, 1.360959], [-7.564415, -3.588478, 0.219641], [-5.923942, -4.422006, -0.356140], [-4.118118, -3.009142, -0.722696], [-4.401035, -2.416075, 1.089467], [-4.459548, -0.926683, -1.465316], [-4.568665, -0.343281, 0.181556], [-4.031823, 1.364692, -1.470716], [-2.358721, 1.893734, -2.167053], [-3.352853, 3.409687, -0.401984], [-3.338485, 2.340736, 0.726002], [-1.286456, 3.750275, 0.830202], [-0.849196, 3.205912, -0.896188], [-1.148783, 1.343616, 1.446096], [0.714839, 0.597412, 2.607115], [2.144965, 1.760092, 2.389806], [2.714988, -0.615227, 1.922258], [1.465724, -0.804399, 1.077603], [3.693658, -2.244090, 1.096187], [5.685682, -3.437554, 0.781367], [7.401192, -0.190738, -1.329923], [5.391607, 1.254605, -0.950574], [3.272786, 1.446656, -1.565999], [1.902598, 0.655659, -1.281150], [1.245736, 2.710534, -1.000632], [2.459656, 2.913679, 0.296964], [-0.433732, -0.241922, -0.233944], [-0.476958, 1.005175, -1.599356]],
  "forces_ev_per_angstrom": [[0.19, 1.16, -10.24], [-3.00, 0.89, -0.19], [-3.63, -6.17, 2.42], [1.66, -0.47, -0.44], [-1.97, 1.88, 2.76], [2.22, -2.85, 0.13], [4.23, 6.36, -3.25], [0.51, -2.86, 4.81], [-1.58, 0.71, -1.57], [1.25, -10.98, -8.53], [-4.11, -0.47, 0.49], [1.85, -2.10, 6.78], [4.38, 1.79, -4.91], [-0.16, 10.69, -4.63], [-7.32, -0.69, 3.83], [4.74, 2.86, -7.37], [-7.02, 2.45, 3.65], [10.97, -5.69, -2.97], [-2.31, -5.12, 3.93], [-1.23, 0.25, 0.72], [2.98, 4.34, -6.02], [-2.19, -17.16, 7.74], [3.95, 0.89, 2.67], [-2.70, -2.92, -3.60], [-8.31, 12.01, -5.39], [1.52, -1.29, 6.30], [1.52, -0.24, 0.55], [-1.66, 0.71, 2.45], [1.00, -0.37, 0.82], [2.02, 0.11, -1.03], [-1.83, 0.74, -2.97], [-0.72, 2.61, 1.06], [1.01, 0.48, -0.34], [0.08, 0.04, -1.00], [-0.80, 1.72, -0.88], [0.45, -1.07, 0.67], [1.06, 6.03, 5.99], [-0.83, 1.61, 1.50], [1.82, 0.76, -1.52], [-2.39, -0.02, 1.67], [-1.11, -0.89, 0.21], [5.58, -3.90, 6.30], [-4.00, -3.94, -3.04], [-0.10, 0.84, -1.09], [-0.54, 2.80, -0.50], [-0.93, 0.47, 1.24], [-0.06, 12.93, -1.98], [0.52, 0.89, -0.15], [-3.24, -3.33, -2.03], [0.16, 1.42, -0.34], [2.97, 3.58, 1.99], [4.58, -10.03, 3.34], [0.50, -1.46, 1.92]],
  "mulliken_charge": [-0.696, -0.331, -0.340, -1.019, 1.015, -0.666, -0.031, -0.822, -0.637, -1.131, -0.402, 0.289, -1.058, -1.925, -0.052, 0.884, -0.455, -0.570, 0.370, -0.299, -0.286, -1.116, -0.669, -1.022, -1.722, 0.333, 0.185, 0.242, 0.290, 0.255, 0.495, 0.274, 0.435, 0.350, 0.524, 0.408, 0.764, 0.183, 0.318, 0.491, 0.417, 1.361, 0.743, 0.244, 0.264, 0.202, 0.724, 0.680, 0.222, 0.337, 0.631, 1.166, 0.154]
}